*1*
Below is C3H6O2 as an isolated structure, with properties calculated with ωB97M-V with the def2-TZVPD basis set.

Results
Orbital gap (eV): 8.11
Net charge: 0
Highest occupied orbital energy (eV): -7.656

The geometry in XYZ format:
```
11
C3H6O2 ωB97M-V with the def2-TZVPD basis set
C 0.719 -0.783 -0.100
H 1.577 -0.798 0.570
C 0.439 0.385 -0.852
O -1.528 2.091 -0.565
H 0.081 0.234 -1.869
O -0.554 -0.970 1.233
H -1.072 -0.033 0.849
H -0.128 -0.698 2.058
H 1.128 1.221 -0.743
C -1.146 1.106 -0.060
H 0.483 -1.755 -0.522
```


*2*
Below is a 2-piece molecular cluster, C3H6O2 overall, with properties calculated with ωB97M-V with the def2-TZVPD basis set.

Results
Orbital gap (eV): 10.46
Net charge: 0
SMILES string: CC=O.C=O
Highest occupied orbital energy (eV): -9.922

The geometry in XYZ format:
```
11
C3H6O2 ωB97M-V with the def2-TZVPD basis set
H 1.618 -1.811 0.442
O -1.819 -0.226 0.102
H -1.149 1.343 -0.978
H -2.613 1.705 0.239
O 1.051 1.300 0.216
C 1.214 -1.089 -0.210
C -1.852 0.948 -0.268
H 0.390 -0.012 1.590
C 0.862 0.148 0.587
H 1.957 -0.810 -0.953
H 0.341 -1.496 -0.767
```


The structure with the most favorable energy is *2*; the runner-up is 0.0846 hartree above it.


*1*
Below is C3H6O2 in the gas phase, with properties calculated with ωB97M-V with the def2-TZVPD basis set.

Results
Orbital gap (eV): 8.79
Net charge: 0
Highest occupied orbital energy (eV): -8.616

The geometry in XYZ format:
```
11
C3H6O2 ωB97M-V with the def2-TZVPD basis set
H 0.418 -2.268 0.680
H 0.241 1.630 -0.747
C -0.661 -0.513 0.752
H 0.535 -0.812 -1.412
C -0.683 1.452 -0.191
C 0.629 -1.206 0.459
O 1.246 -1.008 -0.784
O -1.074 0.090 -0.406
H -0.519 1.607 0.884
H 1.320 -0.877 1.251
H -1.487 2.103 -0.517
```


*2*
Below is C3H6O2 as an isolated structure, with properties calculated with ωB97M-V with the def2-TZVPD basis set.

Results
Orbital gap (eV): 11.41
Net charge: 0
Highest occupied orbital energy (eV): -10.435

The geometry in XYZ format:
```
11
C3H6O2 ωB97M-V with the def2-TZVPD basis set
H 1.459 -0.776 0.590
C -0.157 0.944 1.001
H -1.228 1.100 0.962
C 0.187 -0.544 0.616
H 0.455 1.159 1.771
O 0.609 0.371 -1.926
H -0.182 -1.481 1.546
C -0.154 -0.431 -1.782
H 0.313 1.582 0.042
O -0.413 -1.034 -0.578
H -0.888 -0.891 -2.242
```


The structure with the most favorable energy is *2*; the runner-up is 0.0496 hartree above it.


*1*
Below is C3H6O2 in the gas phase, with properties calculated with ωB97M-V with the def2-TZVPD basis set.

Results
Orbital gap (spin up / spin down) (eV): 8.03 / 8.60
Net charge: 0
Highest occupied orbital energy (spin up / spin down) (eV): -7.413 / -7.741

The geometry in XYZ format:
```
11
C3H6O2 ωB97M-V with the def2-TZVPD basis set
C 1.227 0.460 -0.530
H -0.610 -1.085 -0.602
C 0.005 -0.367 0.043
H 0.254 -0.919 0.920
O -2.265 0.537 -0.370
H 0.983 1.339 -1.024
H 2.583 -0.344 0.360
H -1.126 1.348 1.182
O 2.280 0.581 0.279
C -1.223 0.441 0.538
H -2.224 -0.290 -0.883
```


*2*
Below is C3H6O2 in the gas phase, with properties calculated with ωB97M-V with the def2-TZVPD basis set.

Results
Orbital gap (eV): 10.56
Net charge: 0
SMILES string: O=CCCO
Highest occupied orbital energy (eV): -9.880

The geometry in XYZ format:
```
11
C3H6O2 ωB97M-V with the def2-TZVPD basis set
H -0.426 0.321 1.610
H -1.035 -1.563 0.547
C -0.453 0.483 0.533
H -2.270 -0.612 0.000
O -0.797 -1.055 -1.398
C 0.985 0.653 0.165
H 1.287 0.857 -0.867
H -0.996 -0.319 -1.998
O 1.866 0.727 0.988
H -1.028 1.410 0.482
C -1.194 -0.701 -0.091
```


The structure with the most favorable energy is *2*; the runner-up is 0.1221 hartree above it.


*1*
Below is a 2-piece molecular cluster, C3H6O2 overall, with properties calculated with ωB97M-V with the def2-TZVPD basis set.

Results
Orbital gap (eV): 10.27
Net charge: 0
SMILES string: C=CC=O.O
Highest occupied orbital energy (eV): -9.879

The geometry in XYZ format:
```
11
C3H6O2 ωB97M-V with the def2-TZVPD basis set
O 1.376 -1.085 -1.578
C 0.327 -0.395 1.286
H 0.773 -0.893 0.439
C -1.114 0.933 -0.177
O -2.022 1.721 -0.333
H 1.570 -0.095 -1.943
C -0.616 0.534 1.137
H 0.675 -1.550 -2.090
H -0.588 0.448 -1.016
H 0.736 -0.734 2.232
H -1.129 0.950 1.990
```


*2*
Below is C3H6O2 in the gas phase, with properties calculated with ωB97M-V with the def2-TZVPD basis set.

Results
Orbital gap (eV): 11.34
Net charge: 0
SMILES string: CCC(=O)O
Highest occupied orbital energy (eV): -10.511

The geometry in XYZ format:
```
11
C3H6O2 ωB97M-V with the def2-TZVPD basis set
H 1.022 -1.443 1.311
C -0.244 0.968 -0.482
H -1.342 -0.823 -0.452
H 0.717 -2.277 -0.125
O -0.942 2.063 -0.090
O 0.693 1.137 -1.228
H -1.030 -0.191 1.156
C -0.542 -0.324 0.166
H 1.560 -0.782 -0.132
H -0.558 2.880 -0.427
C 0.667 -1.207 0.303
```


The structure with the most favorable energy is *2*; the runner-up is 0.0562 hartree above it.


*1*
Below is C4H8ClN in the gas phase, with properties calculated with ωB97M-V with the def2-TZVPD basis set.

Results
Orbital gap (eV): 10.13
Net charge: 0
SMILES string: CN1CC(Cl)C1
Highest occupied orbital energy (eV): -9.061

The geometry in XYZ format:
```
14
C4H8ClN ωB97M-V with the def2-TZVPD basis set
H -1.339 -1.095 -0.639
H -1.770 0.455 1.249
H 1.699 -0.289 -0.075
C 0.790 -0.918 0.161
C 1.080 0.176 2.336
H 1.010 1.250 2.189
H 1.132 -1.993 0.004
N 0.169 -0.524 1.395
C -0.787 0.377 0.786
C -0.532 -0.353 -0.522
H 0.851 -0.289 3.282
H 2.179 -0.065 2.099
Cl -0.461 0.509 -2.067
H -0.411 1.348 0.700
```


*2*
Below is C4H8ClN in the gas phase, with properties calculated with ωB97M-V with the def2-TZVPD basis set.

Results
Orbital gap (eV): 10.21
Net charge: 0
SMILES string: C[C@@]1(CCl)CN1
Highest occupied orbital energy (eV): -9.255

The geometry in XYZ format:
```
14
C4H8ClN ωB97M-V with the def2-TZVPD basis set
H 1.405 -0.465 -1.467
Cl 0.704 1.134 2.499
C -0.125 -0.091 0.054
N -1.529 0.101 0.175
H -0.739 1.565 -1.232
H -0.633 2.040 0.515
C -0.721 1.241 -0.195
C 0.777 -0.222 1.306
H -2.162 -0.386 -0.507
H 0.504 -1.145 1.842
H 0.476 -1.930 -0.905
H -0.211 -0.700 -1.996
C 0.424 -0.867 -1.116
H 1.831 -0.273 1.026
```


*3*
Below is C4H8ClN in the gas phase, with properties calculated with ωB97M-V with the def2-TZVPD basis set.

Results
Orbital gap (eV): 10.83
Net charge: 0
SMILES string: CC(C)/C=N/Cl
Highest occupied orbital energy (eV): -9.858

The geometry in XYZ format:
```
14
C4H8ClN ωB97M-V with the def2-TZVPD basis set
C -0.133 -1.381 -0.226
Cl -2.202 -2.784 -0.720
H 0.137 -0.042 2.201
H -0.722 1.058 -1.300
H 1.720 -0.130 0.228
H -1.038 0.764 1.095
H 0.635 -2.175 -0.404
C 0.010 0.592 1.306
C 0.280 0.994 -1.056
H 0.571 1.401 1.579
C 0.609 0.039 0.012
H 0.410 1.950 -0.568
N -1.329 -1.352 -0.344
H 1.051 1.066 -1.803
```


The structure with the most favorable energy is *2*; the runner-up is 0.0201 hartree above it.


*1*
Below is C4H8ClN as an isolated structure, with properties calculated with ωB97M-V with the def2-TZVPD basis set.

Results
Orbital gap (eV): 9.71
Net charge: 0
Highest occupied orbital energy (eV): -8.860

The geometry in XYZ format:
```
14
C4H8ClN ωB97M-V with the def2-TZVPD basis set
N 0.778 -2.563 0.153
H -0.998 0.776 1.696
H 1.161 1.370 -1.358
C -0.914 -0.221 1.090
C -0.239 -0.047 -0.277
H -1.984 -0.719 0.968
H 0.681 1.717 0.299
H 1.866 0.398 -0.096
H -0.855 -0.239 -1.110
H 1.058 -1.579 -1.711
H -0.353 -0.858 1.707
C 0.953 0.849 -0.415
C 0.572 -1.809 -0.781
Cl 1.409 -4.108 -0.203
```


*2*
Below is a 2-piece molecular cluster, C4H8ClN overall, with properties calculated with ωB97M-V with the def2-TZVPD basis set.

Results
Orbital gap (spin up / spin down) (eV): 7.23 / 7.23
Net charge: 0
Highest occupied orbital energy (spin up / spin down) (eV): -9.827 / -9.825

The geometry in XYZ format:
```
14
C4H8ClN ωB97M-V with the def2-TZVPD basis set
C 0.405 -0.470 0.838
H -1.110 -1.781 1.686
H 1.024 1.461 0.041
H -1.621 -0.845 0.455
C -0.816 -1.345 0.771
H -0.601 2.414 -0.971
H -1.620 0.905 -0.654
N 0.996 -0.496 -0.479
H -0.455 0.938 -2.071
C -0.628 1.283 -1.046
H -0.595 -2.276 0.112
C 0.431 0.702 -0.153
H 0.988 -0.204 1.711
Cl 3.603 -0.287 -0.241
```


The structure with the most favorable energy is *1*; the runner-up is 0.0425 hartree above it.